(1)
Computed, not measured: a cluster of 13 separate species, C33H28Cl36F6O7S in total at a distorted geometry, with ωB97M-V/def2-TZVPD.

## Properties
Highest occupied orbital energy (eV): -9.0
Multiplicity: 1
DFT total energy (eV): -526952.3862
Gap between HOMO and LUMO (eV): 7.71
Maximum force (eV Å⁻¹): 3.06

```
111
Properties=species:S:1:pos:R:3:forces:R:3
C 4.6743 -4.1917 0.2705 0.169 -0.091 -0.232
C 5.1618 -4.0651 -1.1773 -1.141 0.377 0.511
S 4.9265 -2.3411 -1.7353 0.313 -0.090 -0.446
C 3.1340 -2.3171 -2.0818 0.416 0.597 0.634
C 2.2718 -1.6014 -1.0432 -0.059 -0.009 0.584
C 2.8514 -0.8781 0.0075 -0.222 0.173 -0.033
C 2.0786 -0.2155 0.9589 0.065 -0.240 -0.395
C 0.6917 -0.2067 0.8711 0.173 -0.406 -0.550
C 0.0770 -0.8961 -0.2013 -0.621 0.120 -0.443
C -1.4461 -0.8430 -0.3126 0.568 0.395 0.184
C -1.9744 0.5143 -0.8277 0.194 -0.247 -0.069
C -2.2960 0.5081 -2.3124 -0.843 -0.930 -0.943
O -2.8499 -0.3959 -2.9016 0.895 1.093 0.856
O -1.9457 1.6586 -2.9980 -0.645 -0.464 0.443
C 0.8595 -1.6151 -1.1414 0.362 0.011 0.873
C 0.1679 -2.3755 -2.2573 -0.894 1.297 -0.957
O -0.4740 -1.7901 -3.1128 0.969 -1.044 1.103
C 0.2885 -3.9308 -2.4047 0.843 0.302 -0.428
F 1.2204 -4.1404 -3.3853 -0.328 -0.110 -0.025
F 0.7938 -4.5005 -1.2853 -0.508 0.088 -0.006
C -0.9761 -4.6889 -2.8938 -0.685 -0.146 0.076
F -0.7154 -6.0173 -2.8713 0.306 0.380 0.025
F -1.2564 -4.3378 -4.1620 0.218 -0.065 0.349
C -2.2925 -4.4898 -2.0660 -0.186 -0.527 -0.475
F -2.9145 -3.3673 -2.4371 0.463 -0.044 0.431
F -3.1246 -5.5218 -2.4270 0.217 0.146 0.102
C -2.1713 -4.5995 -0.5376 -0.570 1.447 2.637
O -2.6771 -3.7915 0.2287 0.709 -1.482 -1.900
O -1.5064 -5.6939 -0.0782 -0.821 0.180 -1.170
C -0.0129 0.5557 1.9485 -0.936 0.537 0.502
O -1.0425 1.1986 1.7968 0.715 -0.761 0.058
C 0.6348 0.5549 3.3169 1.760 -0.091 -1.877
C 1.9895 0.5255 3.3863 -1.580 -0.260 -1.223
C 2.7418 0.4997 2.0921 0.961 0.549 0.431
O 3.8312 1.0473 1.9782 -0.877 -0.696 0.073
H 4.9112 -5.1651 0.7043 0.020 -0.002 -0.012
H 3.5908 -4.0690 0.3062 0.004 0.059 0.036
H 5.1269 -3.3991 0.8661 0.008 -0.114 0.140
H 6.2015 -4.3587 -1.2866 0.054 0.194 -0.176
H 4.5208 -4.6535 -1.8351 0.347 -0.296 -0.060
H 3.0351 -1.7535 -3.0104 -0.108 -0.269 -0.172
H 2.8208 -3.3446 -2.2230 -0.004 0.057 -0.119
H 3.9248 -0.8039 0.1258 -0.023 -0.159 -0.203
H -1.8063 -0.9839 0.7056 -0.324 -0.174 -0.138
H -1.8427 -1.6122 -0.9641 -0.076 -0.188 0.141
H -1.2588 1.3057 -0.6117 -0.108 0.066 0.042
H -2.9059 0.7403 -0.2908 0.601 -0.172 -0.223
H -2.1969 2.3818 -2.4079 0.526 0.203 -0.021
H -2.0195 -5.9944 0.6855 0.342 0.099 0.367
H -0.0227 0.6029 4.1603 -0.314 0.160 -0.101
H 2.5143 0.5341 4.3217 0.463 0.028 -0.155
C -5.5780 -4.3742 -4.8416 -0.072 0.038 -0.114
Cl -6.9139 -5.5141 -4.6540 0.024 -0.003 0.028
Cl -4.8165 -4.5600 -6.4219 0.018 -0.006 0.039
Cl -6.1328 -2.7174 -4.6049 0.024 0.026 0.049
H -4.8394 -4.5922 -4.0839 0.027 0.001 0.033
C 2.7823 4.4223 0.8184 -0.094 0.052 0.014
Cl 1.3382 3.6167 1.4439 0.127 -0.196 -0.085
Cl 3.1061 3.9440 -0.8489 -0.005 -0.039 0.050
Cl 2.5860 6.1716 0.9393 -0.096 -0.059 -0.080
H 3.6267 4.1212 1.4262 0.012 -0.006 0.003
C 1.6521 -7.6944 1.8522 0.129 0.001 0.065
Cl 3.0615 -8.4914 1.1506 -0.051 0.012 -0.005
Cl 1.5251 -8.0481 3.5765 -0.043 0.011 -0.025
Cl 1.7163 -5.9528 1.5801 0.103 -0.106 -0.103
H 0.7678 -8.0788 1.3612 0.010 0.003 -0.012
C 1.2199 3.6928 5.9919 -0.033 -0.040 0.047
Cl -0.3549 4.2667 6.5403 0.055 -0.063 0.002
Cl 1.1643 1.9801 5.5419 -0.126 1.371 1.764
Cl 1.7837 4.6208 4.6113 0.026 0.104 0.210
H 1.9255 3.8098 6.8040 -0.002 0.013 -0.007
C 0.3293 -3.6445 4.1458 -0.390 0.070 0.216
Cl 0.4239 -1.8656 4.1366 0.076 -1.489 0.126
Cl -0.2046 -4.2392 5.7218 0.082 -0.004 -0.076
Cl -0.7662 -4.1814 2.8707 -0.092 0.213 0.063
H 1.3151 -4.0471 3.9488 0.011 0.047 -0.031
C -1.9961 5.4616 -1.4390 -0.009 0.155 0.181
Cl -1.7739 7.1646 -1.8419 -0.008 -0.038 -0.058
Cl -0.4697 4.7240 -0.9673 -0.127 -0.039 -0.168
Cl -3.1887 5.2844 -0.1431 0.035 -0.037 -0.118
H -2.3678 4.9516 -2.3182 -0.043 0.048 -0.035
C 4.4799 8.0357 5.1662 0.009 -0.178 -0.159
Cl 3.2730 7.5509 3.9737 -0.055 0.208 0.092
Cl 3.9991 7.5941 6.8081 -0.053 0.019 -0.068
Cl 6.0239 7.3008 4.7426 0.124 0.159 0.332
H 4.5758 9.1122 5.1198 0.062 -0.004 0.039
C -9.4133 -0.6752 -6.1558 -0.090 0.018 0.006
Cl -9.5445 1.0742 -5.9589 0.042 -0.010 0.009
Cl -9.8353 -1.5018 -4.6563 0.020 -0.049 -0.033
Cl -10.4307 -1.2310 -7.4855 0.041 -0.004 0.004
H -8.3845 -0.9137 -6.3937 -0.002 -0.011 0.007
C 6.5230 7.7195 0.6141 -0.392 0.242 0.334
Cl 5.1662 8.7229 0.0936 0.014 0.002 -0.012
Cl 7.7022 8.6813 1.5086 -0.085 0.048 0.006
Cl 5.9581 6.3653 1.5943 0.126 -0.044 -0.247
H 7.0030 7.3256 -0.2643 -0.089 0.066 -0.107
C 10.1250 5.4487 1.0828 -0.058 0.078 0.164
Cl 8.9474 6.0468 -0.0928 0.566 -0.456 -0.227
Cl 11.0690 6.7799 1.7501 0.017 -0.025 -0.043
Cl 9.3181 4.5511 2.3675 0.015 -0.011 -0.042
H 10.8003 4.7768 0.5705 -0.015 0.004 -0.022
C -6.1295 1.1629 -0.5370 0.186 -0.080 0.129
Cl -7.0042 1.7929 0.8570 0.059 0.037 -0.079
Cl -4.6661 2.1076 -0.8360 -0.607 0.513 -0.004
Cl -5.7291 -0.5420 -0.3027 0.065 0.068 -0.051
H -6.7684 1.2469 -1.4061 0.200 0.098 0.105
C -10.3468 0.6625 -0.8363 0.058 0.126 0.107
Cl -8.8394 0.1705 -1.6166 -0.505 -0.266 -0.152
Cl -10.3867 0.1202 0.8411 -0.030 -0.043 -0.045
Cl -10.5524 2.4117 -0.9301 -0.018 -0.028 -0.037
H -11.1667 0.1942 -1.3646 0.019 -0.002 -0.025
```
Forces are in eV/Å.

Mulliken atomic charge list, values in e, 99 entries: atom 1 (C): -0.559, atom 2 (C): -0.566, atom 3 (S): -0.151, atom 4 (C): -0.352, atom 5 (C): 1.145, atom 6 (C): -1.078, atom 7 (C): 0.698, atom 8 (C): 0.256, atom 9 (C): 0.359, atom 10 (C): -1.078, atom 11 (C): -0.024, atom 12 (C): 0.585, atom 13 (O): -0.503, atom 14 (O): -0.523, atom 15 (C): 0.375, atom 16 (C): -0.693, atom 17 (O): -0.510, atom 18 (C): 1.024, atom 19 (F): -0.311, atom 20 (F): -0.176, atom 21 (C): 0.127, atom 22 (F): -0.300, atom 23 (F): -0.264, atom 24 (C): 1.183, atom 25 (F): -0.142, atom 26 (F): -0.390, atom 27 (C): 0.011, atom 28 (O): -0.483, atom 29 (O): -0.448, atom 30 (C): -0.175, atom 31 (O): -0.664, atom 32 (C): -1.473, atom 33 (C): -0.084, atom 34 (C): -0.399, atom 35 (O): -0.657, atom 36 (H): 0.420, atom 37 (H): -0.134, atom 38 (H): 0.282, atom 39 (H): 0.406, atom 40 (H): 0.323, atom 41 (H): 0.574, atom 42 (H): -0.142, atom 43 (H): 0.685, atom 44 (H): 0.843, atom 45 (H): -0.437, atom 46 (H): 0.378, atom 47 (H): 0.267, atom 48 (H): 0.265, atom 49 (H): 0.455, atom 50 (H): 1.237, atom 51 (H): 0.779, atom 52 (C): 0.849, atom 53 (Cl): -0.139, atom 54 (Cl): -0.141, atom 55 (Cl): -0.074, atom 56 (H): -0.479, atom 57 (C): -0.135, atom 58 (Cl): -0.011, atom 59 (Cl): -0.128, atom 60 (Cl): -0.100, atom 61 (H): 0.371, atom 62 (C): -0.002, atom 63 (Cl): -0.133, atom 64 (Cl): -0.127, atom 65 (Cl): 0.033, atom 66 (H): 0.222, atom 67 (C): -0.143, atom 68 (Cl): -0.134, atom 69 (Cl): -0.102, atom 70 (Cl): -0.023, atom 71 (H): 0.350, atom 72 (C): 0.008, atom 73 (Cl): 0.028, atom 74 (Cl): -0.149, atom 75 (Cl): -0.054, atom 76 (H): 0.207, atom 77 (C): 0.004, atom 78 (Cl): -0.134, atom 79 (Cl): -0.035, atom 80 (Cl): -0.131, atom 81 (H): 0.269, atom 82 (C): -0.057, atom 83 (Cl): -0.037, atom 84 (Cl): -0.133, atom 85 (Cl): -0.093, atom 86 (H): 0.328, atom 87 (C): 0.174, atom 88 (Cl): -0.126, atom 89 (Cl): -0.117, atom 90 (Cl): -0.131, atom 91 (H): 0.186, atom 92 (C): -0.038, atom 93 (Cl): -0.133, atom 94 (Cl): -0.094, atom 95 (Cl): 0.053, atom 96 (H): 0.237, atom 97 (C): -0.023, atom 98 (Cl): -0.109, atom 99 (Cl): -0.118


(2)
Computed, not measured: the molecule C3H2BrClO at a distorted geometry, with ωB97M-V/def2-TZVPD.

## Properties
Highest occupied orbital energy (alpha / beta) (eV): -8.1 / -8.1
Energy relative to the best compared isomer or geometry (same formula, charge and spin) (kcal/mol): 102.4
Multiplicity: 1
DFT total energy (eV): -87750.3221
Gap between HOMO and LUMO (alpha / beta) (eV): 8.36 / 8.36
Maximum force (eV Å⁻¹): 5.55

```
8
Properties=species:S:1:pos:R:3:forces:R:3
Cl -1.3819 1.9998 0.1100 0.218 0.065 -0.294
C -1.2696 0.2303 -0.1074 1.314 -1.035 -1.049
C 0.3185 -0.2656 -0.0514 1.222 0.141 -0.228
C 1.6581 -0.5180 -0.0205 -4.925 2.444 -0.785
Br 3.3968 0.0899 -0.3411 -0.974 -0.643 0.302
O 0.9628 -1.3685 0.8313 0.482 -1.083 0.880
H -1.9437 -0.1219 0.7332 1.500 -0.404 -1.073
H -1.7411 -0.0459 -1.1541 1.164 0.515 2.247
```
Forces are in eV/Å.

Charges per atom according to Mulliken partitioning, unit e: atom 1 (Cl): -0.157, atom 2 (C): -0.286, atom 3 (C): 0.158, atom 4 (C): 0.232, atom 5 (Br): -0.038, atom 6 (O): -0.444, atom 7 (H): 0.272, atom 8 (H): 0.263


(3)
Computed, not measured: a cluster of 2 separate species, HN3O3 in total at a distorted geometry, with ωB97M-V/def2-TZVPD.

## Properties
Highest occupied orbital energy (alpha / beta) (eV): -8.8 / -9.7
Energy relative to the best compared isomer or geometry (same formula, charge and spin) (kcal/mol): 111.4
Multiplicity: 1
DFT total energy (eV): -10621.0944
Gap between HOMO and LUMO (alpha / beta) (eV): 7.45 / 9.13
Maximum force (eV Å⁻¹): 1.19

```
7
Properties=species:S:1:pos:R:3:forces:R:3
N 0.7148 0.5317 -1.1309 0.129 -0.116 -0.010
N 0.0978 -0.3567 -0.6419 -0.014 -0.302 0.353
N -0.4080 -0.0437 1.3949 0.438 0.235 -1.079
O 0.3318 0.7382 1.8689 -0.111 0.150 0.789
O 1.1038 0.9350 -2.1967 -0.062 0.076 -0.395
O -1.2988 -0.7402 1.7168 -0.511 -0.271 0.947
H -0.5414 -1.0643 -1.0111 0.131 0.228 -0.604
```
Forces are in eV/Å.

Charges per atom according to Mulliken partitioning, unit e: atom 1 (N): 0.549, atom 2 (N): -0.283, atom 3 (N): 0.886, atom 4 (O): -0.449, atom 5 (O): -0.506, atom 6 (O): -0.474, atom 7 (H): 0.277


(4)
Computed, not measured: the molecule C3F3N at a distorted geometry, with ωB97M-V/def2-TZVPD.

## Properties
Highest occupied orbital energy (eV): -10.3
Energy relative to the best compared isomer or geometry (same formula, charge and spin) (kcal/mol): 105.1
Multiplicity: 1
DFT total energy (eV): -12746.8338
Gap between HOMO and LUMO (eV): 8.28
Maximum force (eV Å⁻¹): 6.04

```
7
Properties=species:S:1:pos:R:3:forces:R:3
F -3.1561 0.5207 -0.0754 2.201 -0.721 0.028
N -2.1952 -0.5478 -0.1797 1.264 -1.105 -0.318
C -0.9456 -0.3817 -0.1948 -2.175 4.240 0.339
C 0.1562 0.4313 -0.1699 4.031 -4.383 1.011
C 1.5262 0.0861 0.1247 -2.391 1.160 -0.536
F 2.1564 -1.1087 0.0856 -1.617 1.559 -0.103
F 2.4581 1.0001 0.4096 -1.312 -0.750 -0.421
```
Forces are in eV/Å.

Charges per atom according to Mulliken partitioning, unit e: atom 1 (F): -0.122, atom 2 (N): -0.337, atom 3 (C): 0.585, atom 4 (C): -0.256, atom 5 (C): 0.452, atom 6 (F): -0.152, atom 7 (F): -0.169